(1)
C3H4N2O in the gas phase. Source: the Open Molecules 2025 dataset; level of theory: ωB97M-V/def2-TZVPD.

Its max |F| is 0.36 eV Å⁻¹. As for the SMILES: Oc1c[nH]cn1. Its energy relative to the best compared isomer or geometry (same formula, charge and spin) is 46.3 kJ/mol. Its gap between HOMO and LUMO is 9.3 eV. As for the net charge: 0.

```
10
Properties=species:S:1:pos:R:3:forces:R:3
O -0.30321 1.99763 -1.03602 -0.027 -0.070 0.022
C -0.10543 0.80788 -0.42512 0.062 -0.207 0.119
C 1.05473 0.20946 -0.00236 -0.125 -0.018 -0.021
N 0.61783 -0.99150 0.56132 -0.128 0.031 -0.037
C -0.72474 -1.02958 0.44041 -0.096 -0.112 0.050
N -1.19563 0.03933 -0.15307 0.094 -0.087 0.080
H -1.26898 2.03916 -1.13131 0.277 0.184 -0.088
H 2.09680 0.48944 -0.06217 -0.274 -0.036 0.044
H 1.15975 -1.71092 1.01573 0.087 0.298 -0.186
H -1.33111 -1.85089 0.79259 0.130 0.018 0.017
```
Positions in Å, forces in eV/Å.


(2)
A gas-phase ion, C2H4NO2 (charge -1) at a distorted geometry. Source: the Open Molecules 2025 dataset; level of theory: ωB97M-V/def2-TZVPD.

Its max |F| is 4.45 eV Å⁻¹. As for the SMILES: NCC(=O)[O-]. Its energy relative to the best compared isomer or geometry (same formula, charge and spin) is 60.9 kJ/mol. Its gap between HOMO and LUMO is 8.3 eV. As for the net charge: -1.

```
9
Properties=species:S:1:pos:R:3:forces:R:3
N -0.47866 0.07224 -1.29232 1.139 -0.495 -0.100
C -0.40959 -0.62740 0.01344 1.956 1.464 0.790
C 0.56875 0.26634 1.01655 -2.821 2.491 -2.377
O 1.48108 -0.22846 1.65136 0.591 -0.909 0.676
O 0.25776 1.51029 0.84075 0.756 -1.363 0.890
H -0.66446 1.04156 -1.04211 -0.283 -0.004 0.311
H 0.51933 0.17055 -1.49910 -0.210 -0.055 -0.591
H -1.43320 -0.64895 0.32700 -0.391 -0.646 0.855
H 0.15900 -1.55618 -0.01557 -0.737 -0.483 -0.453
```
Positions in Å, forces in eV/Å.


(3)
9 unconnected molecules or ions with the total composition C54H43ClO20S at a distorted geometry. Source: the Open Molecules 2025 dataset; level of theory: ωB97M-V/def2-TZVPD.

Its max |F| is 1.90 eV Å⁻¹. Its gap between HOMO and LUMO is 8.3 eV. As for the net charge: 0.

```
119
Properties=species:S:1:pos:R:3:forces:R:3
C 3.29963 2.26535 -1.65393 0.093 -0.563 -0.082
C 2.34962 1.08364 -1.84622 -0.061 0.168 0.407
C 1.98195 0.40658 -0.50756 0.881 0.430 -0.399
C 2.83922 0.07806 -2.87448 -0.993 0.521 0.362
O 4.24994 -0.21576 -2.74320 0.535 -0.225 -0.119
S 4.85086 -0.49347 -4.22848 0.424 -0.325 -0.385
O 4.93098 0.78508 -4.88007 -0.145 0.352 -0.242
O 6.40648 -0.88831 -3.82696 -0.702 0.258 0.608
C 6.97032 -0.47589 -2.59185 0.358 -0.095 0.099
C 7.01416 1.02366 -2.35736 0.190 1.547 -1.050
O 7.36989 1.85799 -3.14020 -0.550 -1.355 1.220
Cl 6.51909 1.48354 -0.68965 0.407 -0.208 -0.264
H 3.98195 2.05378 -0.84152 0.139 0.019 0.107
H 2.75467 3.16127 -1.39384 -0.113 0.307 -0.031
H 3.90024 2.40598 -2.54762 0.046 0.361 -0.169
H 1.43781 1.48689 -2.27933 -0.248 -0.056 -0.196
H 2.42526 0.98108 0.30107 -0.280 -0.131 0.031
H 0.91162 0.33665 -0.36752 -0.212 -0.218 0.086
H 2.45501 -0.57009 -0.49592 -0.203 -0.370 0.205
H 2.25375 -0.82183 -2.74288 0.237 -0.389 -0.122
H 2.60605 0.49660 -3.84721 0.334 0.005 -0.394
H 8.01198 -0.77714 -2.63767 0.276 -0.053 -0.118
H 6.54818 -0.99336 -1.74329 -0.475 -0.002 0.097
C 0.74539 -4.65261 -4.11004 0.042 0.011 0.002
C -0.09395 -4.99368 -5.08312 -0.003 0.004 -0.031
C -0.89713 -3.97024 -5.79887 0.047 0.029 0.012
O -1.66436 -4.28162 -6.68463 -0.081 -0.019 -0.007
C -0.72808 -2.55285 -5.38934 -0.056 0.074 -0.039
C 0.11084 -2.21172 -4.41534 0.025 0.003 0.064
C 0.91304 -3.23777 -3.70058 -0.038 0.061 -0.090
O 1.67978 -2.92670 -2.81060 -0.055 -0.175 0.057
H 1.33709 -5.38464 -3.57599 -0.010 -0.004 0.011
H -0.23138 -6.02095 -5.39380 -0.026 -0.005 0.018
H -1.32319 -1.82121 -5.92378 -0.020 -0.022 -0.006
H 0.24527 -1.18235 -4.10426 -0.001 0.003 -0.039
C 1.94569 4.04930 -6.43291 0.008 -0.040 0.002
C 1.69008 2.80011 -6.05463 0.024 -0.008 -0.015
C 0.47717 2.47051 -5.26696 0.079 0.049 -0.048
O 0.24667 1.33140 -4.91742 -0.017 -0.142 0.094
C -0.44029 3.58152 -4.91595 -0.037 0.028 0.012
C -0.18518 4.83029 -5.29462 -0.022 -0.037 0.029
C 1.02826 5.16319 -6.08458 0.020 -0.003 -0.005
O 1.25806 6.30063 -6.42995 -0.006 0.040 -0.010
H 2.82513 4.31296 -7.00598 -0.001 0.032 0.008
H 2.34806 1.97414 -6.29651 0.005 -0.007 0.041
H -1.31817 3.31607 -4.34059 0.008 -0.040 -0.006
H -0.84016 5.65660 -5.04992 0.024 0.028 -0.020
C -5.20096 -0.96107 -4.02069 0.016 0.036 -0.004
C -5.96202 -1.72957 -3.24819 0.085 -0.254 -0.211
C -6.26675 -3.13194 -3.61955 0.011 -0.005 -0.016
O -6.96396 -3.82903 -2.91156 -0.014 -0.010 0.023
C -5.69048 -3.65030 -4.88484 0.021 -0.012 -0.021
C -4.92835 -2.88287 -5.65932 0.006 -0.046 -0.043
C -4.62339 -1.47693 -5.28679 -0.021 -0.009 0.024
O -3.92608 -0.77792 -5.99100 0.060 0.004 -0.009
H -4.96984 0.06468 -3.76420 -0.012 0.007 0.000
H -6.38655 -1.37149 -2.32835 -0.002 0.059 0.074
H -5.92487 -4.67702 -5.13611 -0.018 -0.001 0.022
H -4.49648 -3.24081 -6.58587 0.054 0.035 0.012
C 1.94737 -0.30984 4.66644 -0.157 -0.017 -0.093
C 2.39371 0.21839 3.53083 -0.217 -0.043 -0.001
C 1.97038 1.57037 3.09796 0.057 -0.032 -0.041
O 2.37284 2.05320 2.06037 0.044 0.252 0.294
C 1.03547 2.31707 3.97600 -0.050 0.037 0.008
C 0.59277 1.79019 5.11279 -0.011 0.024 -0.002
C 1.01585 0.43455 5.54739 0.026 -0.034 -0.056
O 0.61386 -0.03763 6.59140 0.022 0.025 0.069
H 2.24459 -1.29347 5.00411 0.020 0.016 0.049
H 3.07839 -0.30157 2.87455 0.041 0.026 0.013
H 0.74265 3.30344 3.63894 0.031 -0.002 -0.028
H -0.08770 2.31651 5.77029 -0.002 -0.032 0.016
C -8.88800 2.38990 0.42480 0.039 0.031 -0.031
C -7.89749 2.23667 -0.44904 -0.032 0.029 0.023
C -7.46227 0.88963 -0.89183 0.007 0.062 -0.005
O -6.55478 0.75923 -1.68946 -0.089 0.093 0.164
C -8.17602 -0.28315 -0.32377 0.037 0.014 -0.023
C -9.16664 -0.12965 0.54999 0.031 -0.030 -0.029
C -9.60214 1.21895 0.99346 -0.003 -0.001 0.000
O -10.50473 1.35882 1.78726 -0.036 0.005 0.035
H -9.22007 3.36366 0.76120 -0.029 -0.015 0.023
H -7.36498 3.07694 -0.87577 0.025 -0.026 -0.024
H -7.84963 -1.26074 -0.65583 -0.006 -0.009 0.001
H -9.69898 -0.97021 0.97607 -0.022 0.019 0.017
C -2.00036 -6.40756 -0.22791 0.031 0.034 -0.035
C -1.21538 -6.37866 -1.30096 -0.009 0.017 0.027
C -1.07734 -7.56279 -2.18520 -0.010 0.014 0.015
O -0.36007 -7.53647 -3.16297 0.035 -0.049 -0.019
C -1.84840 -8.77900 -1.82902 -0.036 -0.029 0.020
C -2.63357 -8.80848 -0.75594 0.027 -0.015 -0.049
C -2.77263 -7.62463 0.12981 -0.005 -0.002 -0.001
O -3.48804 -7.65009 1.10577 -0.023 -0.002 0.041
H -2.11491 -5.55623 0.43078 -0.026 -0.019 0.023
H -0.64471 -5.50122 -1.57852 0.017 -0.015 -0.019
H -1.73326 -9.62997 -2.48809 0.026 0.019 -0.023
H -3.20388 -9.68532 -0.47771 -0.018 0.018 0.033
C 6.73046 1.36217 6.06421 0.045 0.026 0.010
C 7.17593 2.41213 6.75023 -0.024 -0.057 -0.029
C 6.24950 3.47766 7.21917 -0.003 -0.068 -0.055
O 6.65485 4.43091 7.84652 0.033 0.020 0.024
C 4.81053 3.32429 6.88852 0.093 0.141 0.083
C 4.37110 2.27733 6.20175 -0.056 -0.034 -0.025
C 5.29001 1.21346 5.73878 -0.057 0.021 0.025
O 4.86746 0.25634 5.12341 0.313 -0.078 0.036
H 7.38621 0.57408 5.71640 -0.022 -0.014 -0.017
H 8.22124 2.54013 7.00090 -0.006 0.033 0.015
H 4.14474 4.10140 7.23524 0.018 0.029 0.008
H 3.32416 2.15493 5.95655 -0.012 0.023 0.021
C -0.60248 5.34261 9.64450 0.031 0.025 -0.032
C 0.39540 5.31833 8.76579 -0.005 0.040 0.012
C 0.94831 4.03530 8.26964 -0.050 -0.060 0.071
O 1.85992 4.01045 7.46738 -0.044 0.010 -0.072
C 0.34930 2.77927 8.78451 0.035 -0.048 -0.005
C -0.64913 2.80344 9.66308 0.018 0.002 -0.030
C -1.20478 4.08702 10.16264 0.007 -0.029 -0.007
O -2.11449 4.11083 10.96044 -0.040 0.013 0.034
H -1.02158 6.26665 10.02152 -0.026 -0.018 0.023
H 0.84795 6.22084 8.37497 0.027 -0.018 -0.017
H 0.76690 1.85311 8.40613 -0.019 0.017 -0.021
H -1.10098 1.90007 10.05206 -0.020 0.014 0.017
```
Positions in Å, forces in eV/Å.


(4)
C5H6N2O in the gas phase at a distorted geometry. Source: the Open Molecules 2025 dataset; level of theory: ωB97M-V/def2-TZVPD.

Its max |F| is 6.69 eV Å⁻¹. As for the SMILES: C[C@@]1(N=O)C=CC=N1. Its energy relative to the best compared isomer or geometry (same formula, charge and spin) is 382.3 kJ/mol. Its gap between HOMO and LUMO (spin up / spin down) is 8.8 / 8.8 eV. As for the net charge: 0.

```
14
Properties=species:S:1:pos:R:3:forces:R:3
C -0.12546 -1.58103 0.34195 -1.637 0.018 3.258
C 0.57710 -0.30561 0.26150 1.880 1.845 -2.000
N 2.11793 -0.58952 0.20507 1.755 0.180 0.135
O 2.87279 0.33110 0.28838 -1.422 -0.854 0.063
C 0.39717 0.35798 -1.05122 -0.300 2.647 -2.195
C 0.18185 1.70666 -0.91323 1.149 -5.265 3.962
C 0.24036 1.84369 0.54549 -1.267 0.653 1.139
N 0.36152 0.74720 1.18033 -0.217 -0.783 1.556
H -0.44746 -1.69254 1.40967 0.368 -0.376 -0.787
H 0.25820 -2.48959 -0.03375 1.278 -0.602 -0.391
H -1.00996 -1.40904 -0.18589 -1.767 -0.043 -0.769
H 0.52263 -0.04774 -2.04084 0.013 -0.657 0.009
H 0.13628 2.45472 -1.55238 -0.374 3.050 -3.148
H -0.02502 2.68268 1.20689 0.541 0.188 -0.831
```
Positions in Å, forces in eV/Å.


(5)
A molecular structure, C29H37Cl5CsN5O4S4 at a distorted geometry. Source: the Open Molecules 2025 dataset; level of theory: ωB97M-V/def2-TZVPD.

Its max |F| is 3.48 eV Å⁻¹. Its energy relative to the best compared isomer or geometry (same formula, charge and spin) is 264.5 kJ/mol. Its gap between HOMO and LUMO is 7.2 eV. As for the net charge: 0.

```
85
Properties=species:S:1:pos:R:3:forces:R:3
Cs 0.48908 -0.22926 0.23622 -0.878 -0.582 -1.331
N -0.95116 -2.30451 -2.11659 0.177 0.047 -0.332
N 0.35510 -2.74966 -1.84067 -0.301 -0.114 0.210
C 0.60922 -3.83020 -1.07975 -0.190 0.064 0.148
N 1.91728 -4.02050 -0.79518 0.027 -0.135 -0.001
S -0.59253 -4.86351 -0.50993 0.258 0.157 -0.100
H -1.27111 -1.70110 -1.36101 -0.036 -0.153 0.072
H -1.53441 -3.13606 -2.09367 -0.020 -0.034 -0.018
H 1.07979 -2.06684 -2.01962 -0.055 0.004 -0.162
H 2.63630 -3.43773 -1.19080 0.003 0.017 0.020
H 2.17583 -4.89816 -0.38247 0.020 0.040 0.061
Cl 3.38715 -0.79367 0.97841 0.807 -0.192 0.372
C 3.02326 -1.25485 2.61166 0.124 -0.032 -0.076
C 2.08214 -0.57595 3.40643 -0.139 0.221 -0.174
C 1.86401 -1.07512 4.70848 -0.077 -0.012 0.177
Cl 0.71489 -0.24832 5.71063 0.137 -0.067 -0.106
C 2.53450 -2.17831 5.20042 -0.096 0.039 0.103
Cl 2.21881 -2.73760 6.79953 0.007 0.011 -0.051
C 3.46506 -2.84404 4.40510 0.023 -0.063 0.038
Cl 4.30257 -4.22030 5.01619 -0.012 0.018 -0.020
C 3.69422 -2.37745 3.12166 -0.012 0.070 -0.171
Cl 4.82715 -3.22343 2.12687 -0.061 0.071 0.058
O 1.96999 -0.30664 -1.73196 1.505 -0.113 -2.129
S 1.91602 1.15187 -2.07884 0.849 0.245 -0.707
C 1.86036 1.18851 -3.87388 -0.080 0.078 0.027
C 1.84986 -0.01498 -4.55284 -0.016 0.037 -0.108
C 1.80343 0.00121 -5.94289 -0.012 0.010 0.041
C 1.76309 1.20670 -6.62566 0.005 0.020 0.035
C 1.75730 2.40885 -5.92433 -0.013 -0.023 -0.011
C 1.79739 2.40502 -4.54071 -0.013 -0.011 0.040
C 3.59672 1.75225 -1.90216 0.008 -0.035 -0.024
C 3.80901 3.10870 -1.70969 0.008 -0.043 0.042
C 5.11295 3.57621 -1.60866 -0.015 -0.020 0.005
C 6.17604 2.68644 -1.68109 -0.030 -0.015 -0.006
C 5.94419 1.32544 -1.84724 -0.019 -0.001 0.005
C 4.64691 0.84903 -1.96128 0.028 0.046 0.005
H 1.86879 -0.94623 -4.00248 0.011 0.045 -0.028
H 1.79248 -0.93377 -6.48753 0.001 0.005 0.000
H 1.72741 1.21367 -7.70763 -0.003 0.003 0.018
H 1.71114 3.34976 -6.45771 0.003 -0.021 0.006
H 1.77367 3.33876 -3.98845 0.009 -0.070 -0.022
H 2.96923 3.78930 -1.62003 0.030 -0.031 -0.013
H 5.29720 4.63213 -1.45626 -0.008 -0.028 -0.004
H 7.19100 3.05329 -1.59545 -0.019 -0.011 0.009
H 6.77628 0.63334 -1.88470 -0.023 0.025 0.001
H 4.43983 -0.20838 -2.08342 0.004 0.070 -0.002
C -4.37843 1.21038 -3.53580 0.015 0.092 0.084
N -3.94846 2.11617 -2.49358 -0.047 -0.142 -0.104
C -4.83061 3.15843 -1.98344 0.097 -0.104 0.000
C -3.96426 3.82369 -0.91071 0.121 -0.060 -0.114
N -2.62769 3.42228 -1.33938 0.047 0.087 0.106
C -2.66018 2.33394 -2.15542 -0.060 -0.038 0.054
S -1.32759 1.45088 -2.63874 -0.337 0.101 -0.034
H -5.33392 0.76607 -3.25774 -0.002 -0.002 0.013
H -3.63297 0.42896 -3.65014 0.038 -0.013 0.012
H -4.49314 1.73190 -4.49017 -0.007 0.015 -0.012
H -5.74217 2.72543 -1.57531 -0.049 -0.015 0.000
H -5.10703 3.85718 -2.77811 0.032 0.028 -0.059
H -4.19652 3.44381 0.08522 0.000 -0.071 0.066
H -4.07417 4.90456 -0.90770 0.011 0.059 0.021
H -1.81781 3.54175 -0.75460 0.001 0.020 -0.013
C -2.99378 -3.83240 5.23205 -0.034 -0.013 -0.071
C -1.98504 -2.82001 4.69682 -0.025 -0.014 -0.025
C -2.38239 -2.28750 3.32107 -0.135 -0.125 0.156
S -1.26178 -0.99494 2.77680 -0.391 -0.345 -0.008
O -1.54046 -0.80292 1.30469 -2.922 -0.849 1.680
C -1.98539 0.44137 3.61658 0.024 0.052 0.034
C -2.98061 1.19604 2.74364 -0.069 0.012 0.024
C -4.39156 0.61356 2.72249 0.016 -0.052 -0.013
H -2.67367 -4.23789 6.19345 -0.001 0.039 -0.050
H -3.11344 -4.66863 4.53808 0.014 0.046 0.041
H -3.97574 -3.37229 5.37055 0.042 -0.020 -0.008
H -0.99679 -3.28138 4.62652 0.012 0.033 0.003
H -1.88470 -1.99151 5.40476 -0.005 -0.027 -0.007
H -3.40540 -1.90342 3.30147 0.069 -0.075 0.005
H -2.27619 -3.04830 2.54360 -0.039 -0.033 0.054
H -1.12741 1.06326 3.87117 -0.007 0.009 -0.041
H -2.42598 0.06725 4.54468 0.010 0.096 -0.010
H -2.59255 1.22098 1.72324 0.040 0.052 0.012
H -3.00018 2.22747 3.10075 -0.064 0.012 0.048
H -4.42409 -0.32486 2.16426 0.020 0.060 0.032
H -5.08954 1.30154 2.24018 0.031 -0.019 0.009
H -4.76197 0.42379 3.73411 0.011 0.020 -0.038
O 1.51262 1.13312 1.84132 1.339 1.564 2.171
O 1.31355 0.46831 3.10637 0.286 0.081 0.086
```
Positions in Å, forces in eV/Å.


> Which value of max |F| does entry 5 give?

3.48 eV Å⁻¹